1.
A single C10H11BrOS molecule. Source: OMol25; level of theory: ωB97M-V/def2-TZVPD.

Each line ends with the Löwdin charge.
Geometry (Å):
C (1.692, -2.887, -0.638)  -0.104
C (2.321, -2.636, 0.584)  -0.086
C (0.665, -2.074, -1.107)  -0.061
C (1.819, -1.652, 1.448)  -0.068
C (0.164, -1.172, -0.188)  -0.272
C (0.664, -0.933, 1.114)  -0.511
C (-1.138, -0.237, -0.450)  -0.697
C (-0.945, 0.984, 0.472)  -0.767
C (-2.138, 1.796, 0.847)  -0.132
C (0.175, 1.874, -0.058)  -0.118
O (-1.369, 0.137, -1.742)  0.025
S (-0.189, 0.290, 2.020)  1.001
Br (-2.610, -1.512, 0.285)  0.660
H (2.160, -3.754, -1.322)  0.148
H (3.104, -3.300, 0.913)  0.099
H (0.102, -2.348, -2.061)  0.142
H (2.323, -1.459, 2.357)  0.093
H (-2.086, 2.548, 1.783)  0.131
H (-3.007, 1.276, 1.180)  0.040
H (-2.291, 2.578, 0.044)  0.106
H (0.436, 2.860, 0.456)  0.113
H (0.015, 2.237, -1.041)  0.053
H (1.144, 1.157, -0.250)  0.141
H (-0.898, -0.427, -2.305)  0.067

Output
structure (SMILES) = CC1(C)Sc2ccccc2[C@@]1(O)Br
LUMO = 0.565 eV
largest force on an atom = 0.078 Eh/bohr
highest occupied orbital energy = -0.30506 Eh
frontier orbital gap = 8.87 eV
ΔE to the lowest compared entry with this formula, charge and spin = 0.5319 eV
energy = -93472.4677 eV

---

2.
3 unconnected molecules or ions with the total composition C10H11FN2. Source: OMol25; level of theory: ωB97M-V/def2-TZVPD.

Each line ends with the Löwdin charge.
Geometry (Å):
F (-1.939, -0.115, -1.107)  0.054
C (-0.835, 0.545, -0.718)  -0.283
C (0.401, 0.181, -1.218)  -0.013
C (1.522, 0.911, -0.842)  -0.085
C (1.340, 1.998, -0.011)  -0.106
C (0.110, 2.355, 0.536)  -0.074
C (-0.995, 1.608, 0.170)  -0.018
H (0.478, -0.721, -1.816)  0.118
H (2.486, 0.629, -1.242)  0.086
H (2.249, 2.524, 0.269)  0.103
H (0.157, 3.167, 1.247)  0.106
H (-2.000, 1.835, 0.506)  0.106
C (-4.146, -0.407, 1.463)  -0.084
C (-5.422, -0.854, 2.007)  -0.283
N (-6.405, -1.216, 2.474)  0.124
H (-4.259, 0.651, 1.209)  0.077
H (-3.936, -0.888, 0.508)  0.074
H (-3.293, -0.535, 2.121)  0.083
C (4.145, -2.055, -0.444)  -0.068
C (3.962, -1.668, -1.832)  -0.303
N (3.795, -1.363, -2.924)  0.138
H (3.295, -1.696, 0.129)  0.077
H (5.119, -1.738, -0.078)  0.085
H (4.171, -3.148, -0.406)  0.086

Output
structure (SMILES) = Fc1ccccc1.CC#N.CC#N
LUMO = 0.504 eV
largest force on an atom = 0.024 Eh/bohr
highest occupied orbital energy = -0.35297 Eh
frontier orbital gap = 10.11 eV
ΔE to the lowest compared entry with this formula, charge and spin = 0.2350 eV
energy = -16245.1411 eV

---

3.
A molecular structure, C10H11MnN3O4S4. Source: OMol25; level of theory: ωB97M-V/def2-TZVPD.

Each line ends with the Löwdin spin population.
Geometry (Å):
Mn (0.705, 1.497, -0.085)  3.899
O (-0.981, 4.641, -0.697)  -0.001
S (-1.007, 3.254, -0.339)  0.017
O (-2.320, 2.727, -0.037)  0.003
O (-0.051, 2.968, 0.846)  0.038
O (-0.320, 2.381, -1.400)  0.043
S (2.287, 0.972, 1.529)  -0.039
C (3.276, -0.286, 0.809)  0.005
C (4.310, -0.869, 1.541)  0.000
C (5.107, -1.857, 0.981)  0.004
C (4.877, -2.273, -0.325)  0.003
C (3.853, -1.696, -1.062)  0.001
C (3.044, -0.704, -0.508)  0.005
S (1.753, 0.006, -1.462)  -0.037
H (4.482, -0.529, 2.557)  -0.001
H (5.904, -2.306, 1.566)  0.000
H (5.497, -3.044, -0.768)  0.000
H (3.661, -2.008, -2.084)  -0.001
C (-4.447, -0.314, -2.023)  0.000
C (-3.602, -1.382, -1.318)  0.000
C (-2.757, -0.785, -0.240)  0.001
N (-1.488, -0.631, -0.322)  0.003
N (-0.931, 0.021, 0.764)  0.041
C (-1.833, 0.363, 1.642)  0.009
N (-1.529, 1.022, 2.795)  0.003
S (-3.437, -0.129, 1.231)  0.005
H (-5.023, -0.755, -2.839)  0.000
H (-3.802, 0.469, -2.424)  0.000
H (-5.143, 0.159, -1.326)  0.000
H (-2.919, -1.852, -2.024)  0.000
H (-4.249, -2.156, -0.897)  0.000
H (-0.647, 1.515, 2.737)  0.000
H (-2.272, 1.578, 3.182)  0.000

Output
multiplicity = 5
LUMO (spin up / spin down) = 2.435 / 2.433 eV
largest force on an atom = 0.054 Eh/bohr
highest occupied orbital energy (spin up / spin down) = -0.16035 / -0.17103 Eh
net charge = -1
frontier orbital gap (spin up / spin down) = 6.80 / 7.09 eV
ΔE to the lowest compared entry with this formula, charge and spin = 0.1314 eV
energy = -97875.1812 eV

---

4.
A single C10H11N3 molecule. Source: OMol25; level of theory: ωB97M-V/def2-TZVPD.

Each line ends with the Löwdin charge.
Geometry (Å):
C (3.398, -0.375, 0.325)  -0.126
C (1.662, 1.527, 0.262)  -0.372
C (-2.407, -0.375, -0.183)  -0.071
C (-2.058, 0.774, -0.574)  -0.179
C (-1.499, -1.288, 0.707)  -0.199
C (-0.310, -0.532, 1.036)  -0.145
C (2.161, 0.226, 0.141)  -0.166
C (0.752, -0.335, -0.155)  -0.397
C (-1.879, 2.032, -0.781)  -0.009
C (0.691, -1.642, -0.937)  -0.029
N (4.447, -0.868, 0.406)  0.176
N (1.583, 2.561, 0.848)  0.223
N (1.090, 0.809, -0.901)  0.239
H (-3.252, -0.775, -0.704)  0.110
H (-2.084, -1.494, 1.593)  0.120
H (-1.248, -2.175, 0.211)  0.074
H (-0.547, 0.493, 1.311)  0.111
H (0.147, -0.964, 1.924)  0.130
H (-1.323, 2.575, -1.611)  0.085
H (0.797, 3.051, 0.556)  0.042
H (-2.120, 2.702, 0.120)  0.096
H (-0.347, -1.779, -1.319)  0.088
H (1.111, -2.483, -0.376)  0.102
H (1.235, -1.668, -1.899)  0.095

Output
structure (SMILES) = [H]/N=C1\N2[C@](C)(CCC=C=C)[C@]12C#N
LUMO = 0.353 eV
largest force on an atom = 0.080 Eh/bohr
highest occupied orbital energy = -0.36480 Eh
frontier orbital gap = 10.28 eV
ΔE to the lowest compared entry with this formula, charge and spin = 7.1590 eV
energy = -15012.0602 eV

---

5.
2 unconnected molecules or ions with the total composition C10H11N3. Source: OMol25; level of theory: ωB97M-V/def2-TZVPD.

Each line ends with the Löwdin charge.
Geometry (Å):
C (3.290, -0.723, 0.523)  -0.248
C (2.035, -0.044, 0.078)  -0.315
C (2.110, 1.381, -0.064)  -0.073
C (1.023, 2.379, 0.186)  -0.037
C (-0.333, 1.793, -0.050)  -0.025
C (-0.419, 0.393, -0.079)  -0.219
C (0.685, -0.486, -0.047)  -0.008
C (-2.012, -1.335, 0.498)  -0.056
C (-3.430, -1.453, 0.173)  -0.041
C (-3.904, -0.119, -0.229)  -0.073
H (5.395, -1.357, -0.883)  0.189
H (3.148, -1.574, -1.474)  0.133
H (2.998, -1.340, 1.455)  0.112
H (3.925, 0.032, 1.119)  0.104
H (3.098, 1.976, 0.355)  0.134
H (1.472, 3.378, 0.479)  0.105
H (-1.184, 2.645, 0.091)  0.149
H (0.559, -1.718, -0.325)  0.185
H (-1.577, -2.015, 1.231)  0.128
H (-4.081, -2.144, 0.595)  0.046
H (-4.701, 0.292, -0.629)  0.036
N (4.053, -1.770, -0.598)  -0.136
N (-1.753, -0.138, -0.054)  -0.168
N (-2.774, 0.638, -0.482)  0.077

Output
LUMO = 0.147 eV
largest force on an atom = 0.167 Eh/bohr
highest occupied orbital energy = -0.31763 Eh
frontier orbital gap = 8.79 eV
ΔE to the lowest compared entry with this formula, charge and spin = 9.1567 eV
energy = -15010.0625 eV

---

6.
2 unconnected molecules or ions with the total composition C10H11N3O. Source: OMol25; level of theory: ωB97M-V/def2-TZVPD.

Each line ends with the Löwdin charge.
Geometry (Å):
C (-3.294, -1.026, -0.287)  -0.216
C (-3.289, 0.346, 0.489)  -0.116
C (-0.706, 1.072, -0.231)  -0.316
C (-0.014, 2.177, -0.140)  -0.133
C (2.061, 0.908, 0.036)  -0.219
C (3.450, 0.844, 0.163)  -0.007
C (4.007, -0.581, 0.009)  -0.106
C (3.192, -1.683, 0.059)  -0.120
C (1.783, -1.589, -0.214)  -0.042
C (1.188, -0.338, -0.149)  -0.224
H (-1.398, -1.611, 0.237)  -0.020
H (-4.230, -1.438, -0.022)  0.077
H (-3.094, -0.803, -1.467)  0.157
H (-4.192, 1.088, -0.019)  0.175
H (-3.440, 0.135, 1.504)  0.079
H (-2.344, 2.195, -0.483)  0.186
H (-0.359, 3.096, -0.371)  0.090
H (4.016, 2.019, 0.839)  0.225
H (5.054, -0.737, 0.059)  0.069
H (3.894, -2.537, 0.053)  0.108
H (0.998, -2.622, -0.398)  0.190
N (-2.086, 1.137, -0.094)  0.003
N (1.257, 2.099, 0.096)  0.135
N (-0.183, -0.186, 0.068)  0.140
O (-2.270, -1.966, 0.261)  -0.117

Output
LUMO = -0.775 eV
largest force on an atom = 0.223 Eh/bohr
highest occupied orbital energy = -0.29696 Eh
frontier orbital gap = 7.31 eV
ΔE to the lowest compared entry with this formula, charge and spin = 7.0321 eV
energy = -17059.2979 eV